[1]
C20H11BBrNO9Ru | wB97M-V/def2-TZVPD

Relative energy (zero: lowest compared OMol25 entry of this formula, charge and spin) = 1.053 eV
Net charge = -1
Frontier orbital gap (alpha / beta) = 7.55 / 7.46 eV
Strongest force on any atom = 2.6 eV/Å
HOMO energy (alpha / beta) = -5.668 / -5.265 eV
Molecular weight = 601.1 u
2S+1 = 2
Lowest unoccupied orbital energy (alpha / beta) = 1.883 / 2.191 eV
Calculated total energy = -4194.6427 Ha

Element x y z (Å)
Ru: -0.06054 0.37730 -1.36629
O: 0.00525 6.36726 -1.66361
C: -0.03207 5.01262 -1.72113
C: -1.26354 4.33329 -1.69778
C: -1.22662 2.96299 -1.73863
N: -0.07401 2.31939 -1.82342
C: 1.10771 2.93101 -1.85660
C: 1.15990 4.31518 -1.79989
C: 2.25097 1.97008 -1.94070
O: 3.38124 2.35127 -2.17149
O: 1.90291 0.72010 -1.78196
C: -2.42354 2.00042 -1.69594
O: -3.55339 2.45154 -1.70711
O: -2.08096 0.75332 -1.67330
H: -0.89559 6.69080 -1.56863
H: -2.20302 4.86824 -1.63948
H: 2.11841 4.81514 -1.80650
Br: 1.82150 -1.97657 5.70971
C: 0.84488 -0.58255 4.85479
C: 0.19474 0.35867 5.63555
C: -0.51789 1.36941 5.00334
C: -0.57888 1.43167 3.62100
C: 0.08942 0.48367 2.85593
C: 0.80829 -0.53487 3.47558
C: 0.03989 0.53632 1.35642
O: -0.81455 1.26121 0.80093
O: 0.86131 -0.16476 0.71071
H: 0.23961 0.31106 6.71473
H: -1.02893 2.10987 5.60628
H: -1.14229 2.20459 3.11639
H: 1.31912 -1.26194 2.86018
O: -0.50651 -2.50096 -2.74260
B: -0.11878 -1.69667 -1.65970
O: 0.32436 -2.53485 -0.62398
C: 0.20560 -3.81476 -1.06901
C: 0.51369 -4.99764 -0.43283
C: 0.28232 -6.17615 -1.13913
C: -0.23036 -6.15701 -2.43059
C: -0.53140 -4.95764 -3.07313
C: -0.30424 -3.79642 -2.36750
H: 0.92461 -5.00315 0.56812
H: 0.50991 -7.12526 -0.67022
H: -0.39502 -7.09430 -2.94727
H: -0.92353 -4.93090 -4.08126

=====

[2]
C20H11ClF3NO3S2 | wB97M-V/def2-TZVPD

SMILES = O=S(=O)(Oc1nccs1)c1ccc2c(-c3ccc(C(F)(F)F)cc3Cl)cccc2c1
Relative energy (zero: lowest compared OMol25 entry of this formula, charge and spin) = 1.951 eV
Frontier orbital gap = 8.12 eV
Strongest force on any atom = 5.0 eV/Å
HOMO energy = -8.743 eV
Molecular weight = 469.9 u
Lowest unoccupied orbital energy = -0.625 eV
Calculated total energy = -2605.2878 Ha

Element x y z (Å)
O: 4.91923 -0.49808 -0.01226
O: 3.98200 -0.82824 -2.20834
F: -7.06642 -2.44518 -0.77440
F: -7.34875 -0.30527 -0.97122
F: -6.15207 -1.48390 -2.63463
Cl: -2.81574 2.14336 0.27192
N: 5.38895 3.25784 -1.73183
O: 4.11964 1.53509 -0.93161
S: 6.42407 1.04736 -2.55614
C: 5.21527 1.94477 -1.64389
C: 6.58290 3.52177 -2.49988
C: 7.22254 2.46841 -3.09359
C: -3.46575 -1.74676 1.03961
C: -4.66086 -2.07473 0.34656
C: -4.51539 0.08502 -0.62672
C: -0.49324 -0.39197 3.87488
C: 1.12557 -0.52745 -0.95862
C: -1.62470 -0.64878 3.07426
C: -3.30909 0.44918 0.06819
C: -2.77768 -0.60791 0.86786
C: -5.23981 -1.11340 -0.51560
C: 2.26190 -0.38940 -0.12929
C: 0.69818 -0.32516 3.22131
C: 2.11596 -0.26897 1.24711
C: -0.17638 -0.25423 -0.44638
C: -1.57647 -0.50320 1.63367
C: 0.79171 -0.33754 1.80183
C: -0.37401 -0.37277 0.96156
C: -6.50580 -1.33922 -1.29204
S: 3.94969 -0.08517 -0.92187
H: 6.97343 4.45236 -2.65718
H: 7.98514 2.61501 -3.76251
H: -3.05488 -2.46562 1.73348
H: -5.06459 -3.04362 0.44391
H: -5.02037 0.92326 -1.21281
H: -0.66803 -0.54401 4.92510
H: 1.19994 -0.71896 -2.03946
H: -2.56659 -0.69458 3.55495
H: 1.57724 -0.14366 3.80214
H: 2.96865 -0.12240 1.87020
H: -1.02538 -0.16328 -1.11825

=====

[3]
C20H13Cl44F7O2P | wB97M-V/def2-TZVPD

Net charge = +1
Frontier orbital gap = 9.49 eV
Strongest force on any atom = 2.1 eV/Å
HOMO energy = -12.452 eV
Molecular weight = 2009.2 u
Lowest unoccupied orbital energy = -2.963 eV
Calculated total energy = -22208.7421 Ha

Element x y z (Å)
C: -3.43285 -0.32966 -4.44414
C: -2.25861 -1.02380 -3.73592
O: -2.16225 -0.72257 -2.33964
C: -1.82334 0.60694 -2.10616
P: -0.19959 0.77210 -1.26555
C: -0.20381 0.28769 0.46399
C: 1.28648 -0.02573 0.82511
C: 1.52457 -1.40521 1.35033
O: 1.54267 -0.21189 2.17822
C: 0.32660 2.57130 -1.51947
F: -0.77589 3.25915 -1.91448
F: 0.67293 3.03772 -0.28855
C: 1.52435 2.74126 -2.53386
F: 2.42722 3.65211 -2.10648
F: 2.21037 1.56019 -2.66550
C: 1.06632 3.16587 -3.96395
F: 2.19347 3.18085 -4.73636
F: 0.53832 4.41547 -3.98244
F: 0.21747 2.23033 -4.48150
H: -3.81457 0.51813 -3.87380
H: -4.23327 -1.01807 -4.69355
H: -3.05078 0.10161 -5.37213
H: -2.43636 -2.09378 -3.79518
H: -1.29746 -0.85654 -4.23323
H: -2.60565 1.15503 -1.57161
H: -1.70365 1.14336 -3.05809
H: 0.66067 -0.11357 -1.92821
H: -0.75247 -0.63718 0.62397
H: -0.50599 1.08602 1.14292
H: 2.06579 0.41123 0.19391
H: 2.50162 -1.74983 1.04122
H: 0.67813 -2.02828 1.60437
C: 1.89183 7.20246 -0.82925
Cl: 3.58789 7.06495 -1.30620
Cl: 1.02795 8.19928 -2.00257
Cl: 1.17568 5.57991 -0.79328
Cl: 1.78945 7.93031 0.77103
C: 5.64062 -3.81005 1.52044
Cl: 6.12977 -2.31332 0.71607
Cl: 4.09600 -4.36016 0.83988
Cl: 6.85739 -5.04453 1.24374
Cl: 5.45040 -3.52007 3.25078
C: 10.20125 -5.67210 -1.27330
Cl: 10.43447 -6.03972 -2.98607
Cl: 9.39715 -7.03647 -0.48450
Cl: 11.76331 -5.38466 -0.50716
Cl: 9.19117 -4.23184 -1.12195
C: -0.23752 -4.48025 -2.56820
Cl: -0.06022 -2.84392 -1.85782
Cl: 1.32577 -5.28126 -2.68173
Cl: -1.31129 -5.42512 -1.53762
Cl: -0.92717 -4.35085 -4.18704
C: -2.36399 7.26930 0.88296
Cl: -1.74270 8.80734 0.29306
Cl: -1.44826 6.75712 2.30541
Cl: -4.06448 7.45242 1.31433
Cl: -2.21174 6.03370 -0.38212
C: -2.46389 -2.43358 2.61537
Cl: -1.13956 -1.39341 3.16433
Cl: -3.95490 -1.48376 2.53882
Cl: -2.08030 -3.05532 0.99923
Cl: -2.66169 -3.77879 3.72919
C: 4.91753 2.16234 1.87383
Cl: 4.72790 3.19913 3.28572
Cl: 3.94750 0.69571 2.09542
Cl: 4.33956 3.01713 0.43662
Cl: 6.62609 1.75891 1.66337
C: 5.24091 -5.41643 -3.93118
Cl: 5.13721 -5.41071 -5.69184
Cl: 4.61319 -3.88385 -3.29764
Cl: 4.28242 -6.74946 -3.27445
Cl: 6.91799 -5.60656 -3.42899
C: -4.67852 -0.75687 7.01985
Cl: -4.37669 -1.09750 5.30383
Cl: -5.57383 -2.09765 7.73415
Cl: -3.13431 -0.55792 7.85673
Cl: -5.62423 0.72798 7.16325
C: -9.57984 -3.59196 7.85392
Cl: -10.50586 -4.64676 6.78254
Cl: -10.55750 -3.17484 9.26214
Cl: -8.11633 -4.43649 8.38472
Cl: -9.13614 -2.11714 6.98743
C: -6.58896 4.73881 -0.91861
Cl: -7.26437 4.22955 0.62971
Cl: -4.89548 4.21592 -1.01769
Cl: -7.50451 4.00222 -2.23703
Cl: -6.67090 6.49375 -1.05569

=====

[4]
C20H13FN6O2S | wB97M-V/def2-TZVPD

SMILES = Cn1c(=O)nc2n(Cc3ccc(F)cc3)nc(-c3nc4ccccc4s3)nc-2c1=O
Frontier orbital gap = 7.24 eV
Strongest force on any atom = 4.2 eV/Å
HOMO energy = -8.912 eV
Molecular weight = 420.4 u
Lowest unoccupied orbital energy = -1.668 eV
Calculated total energy = -1747.0120 Ha

Element x y z (Å)
O: -3.60439 3.52462 2.50060
O: -2.68525 3.14487 -1.91322
F: 4.06005 0.81072 4.73094
N: -0.59624 -0.89170 0.20172
N: 0.73474 -2.38679 -1.86902
N: -1.36278 0.68374 -1.37463
N: -2.39024 1.79296 1.87763
S: 0.02410 -0.75304 -3.78478
C: -3.06145 2.95424 1.55683
C: -2.59852 2.72191 -0.74715
C: -0.64756 -0.51280 -1.04366
C: 0.05757 -1.27324 -2.11969
C: -1.91718 1.42550 -0.45811
C: -1.84542 1.02610 0.94796
C: 2.95909 -4.16980 -4.24904
C: 2.72447 -3.39566 -5.37099
C: 2.79780 -0.75621 3.41454
C: 1.79098 1.28296 4.26585
C: 2.23523 -3.90152 -3.06059
C: 1.79838 -2.37379 -5.33630
C: 1.55217 -1.12570 2.90127
C: 0.53372 0.92997 3.77735
C: 2.90795 0.46125 4.11840
C: 1.34328 -2.83241 -3.04830
C: 1.09615 -2.10832 -4.18214
C: 0.41726 -0.30680 3.09881
N: -3.15806 3.47002 0.28208
N: -1.11149 -0.14545 1.22611
C: -3.85984 4.73217 -0.00627
C: -0.91619 -0.67539 2.59468
H: 3.63763 -5.00456 -4.28764
H: 3.24206 -3.55177 -6.28108
H: 3.68740 -1.37442 3.32072
H: 1.84344 2.22636 4.79758
H: 2.42346 -4.44796 -2.16335
H: 1.58058 -1.78538 -6.20648
H: 1.45837 -2.10998 2.38476
H: -0.32741 1.60597 3.88195
H: -3.14194 5.51068 -0.16774
H: -4.45684 4.64479 -0.90624
H: -4.54167 5.01308 0.82917
H: -1.01245 -1.77091 2.60094
H: -1.67094 -0.30830 3.26651

=====

[5]
C20H13IMnN5O10S2 | wB97M-V/def2-TZVPD

Net charge = -1
Frontier orbital gap (alpha / beta) = 7.66 / 7.66 eV
Strongest force on any atom = 0.6 eV/Å
HOMO energy (alpha / beta) = -6.574 / -6.674 eV
Molecular weight = 729.3 u
2S+1 = 4
Lowest unoccupied orbital energy (alpha / beta) = 1.082 / 0.984 eV
Calculated total energy = -4041.2344 Ha

Element x y z (Å)
Mn: 2.77289 0.99993 0.99192
O: -0.30734 3.34515 2.37188
C: 0.48944 2.42784 2.30558
O: 1.43568 2.35348 1.42382
C: 0.36186 1.28289 3.29122
C: -0.50639 1.47335 4.34615
C: -0.71960 0.47081 5.27713
C: -0.11379 -0.75751 5.15372
C: 0.72267 -0.96285 4.08211
C: 1.04599 0.04863 3.14802
O: 1.92544 -0.19895 2.23086
N: 1.27862 -2.31919 3.94145
O: 1.49085 -2.74029 2.82229
O: 1.41833 -2.97902 4.95555
N: -1.63522 0.69758 6.40108
O: -1.81040 -0.21458 7.18854
O: -2.16359 1.78755 6.49232
H: -1.01845 2.42184 4.42141
H: -0.29737 -1.54838 5.86433
N: -1.96959 0.18976 -4.24947
C: -2.98147 -0.44778 -4.93670
C: -3.69094 -0.11707 -6.08861
C: -4.65158 -1.01940 -6.50015
C: -4.89641 -2.20883 -5.78858
C: -4.18382 -2.52358 -4.64941
C: -3.20674 -1.62416 -4.21971
N: -2.35099 -1.69880 -3.12695
C: -1.64177 -0.60910 -3.18687
C: -0.58056 -0.23731 -2.23221
C: 0.06577 0.98791 -2.30667
C: 1.05082 1.28590 -1.38904
N: 1.40787 0.42591 -0.43917
C: 0.79047 -0.75534 -0.35283
C: -0.21138 -1.12056 -1.22927
H: -1.54101 1.06412 -4.49161
H: -3.50648 0.79922 -6.63503
H: -5.22965 -0.80717 -7.39042
H: -5.66067 -2.88668 -6.14628
H: -4.36689 -3.43483 -4.09458
H: -0.18267 1.73338 -3.05018
H: 1.55453 2.24281 -1.39414
H: 1.12003 -1.41015 0.44257
H: -0.69742 -2.08181 -1.14074
O: 4.00993 1.59635 2.25687
S: 5.00067 2.51552 1.48365
O: 6.28326 1.87461 1.39206
O: 4.95626 3.85161 1.99073
S: 4.02612 2.36381 -0.33768
I: 4.02208 -1.46209 -1.38150
C: 4.03840 -0.55827 0.54880
H: 5.04679 -0.17954 0.66452
H: 3.80739 -1.33671 1.26923

=====

[6]
C20H13N3O7S | wB97M-V/def2-TZVPD

SMILES = O=[N+]([O-])c1ccc2c(/N=N/c3ccc4ccccc4c3O)c(O)cc(S(=O)(=O)O)c2c1
Frontier orbital gap = 6.21 eV
Strongest force on any atom = 5.8 eV/Å
HOMO energy = -8.503 eV
Molecular weight = 439.4 u
Lowest unoccupied orbital energy = -2.293 eV
Calculated total energy = -1858.8270 Ha

Element x y z (Å)
O: -6.87772 -0.51733 3.19465
O: -2.30834 -3.57249 6.37882
O: -0.57005 -2.12073 7.15653
O: -6.27355 -1.55055 4.95876
N: 0.37217 0.41565 0.16862
N: -0.64128 -0.37782 0.49445
O: 1.57417 -1.24602 1.83766
O: 2.35438 2.00773 -0.92800
O: 0.08581 -3.97231 5.69112
C: 2.11930 1.62355 -5.92261
C: -0.45343 -0.09532 -2.21647
C: -4.54462 -0.55102 1.96736
C: 3.15311 2.11455 -5.03044
C: 0.12628 -1.71984 3.70025
C: 0.45311 0.54925 -1.25638
C: 0.29960 -1.17156 2.44068
C: -4.74172 -1.01812 3.27100
C: 1.03365 0.79962 -5.42138
C: -0.18519 -0.10983 -3.60577
C: -3.24832 -0.39990 1.60716
C: 3.03451 1.94274 -3.60850
C: -3.63947 -1.44082 4.13699
C: -0.78189 -0.63738 1.77861
C: 1.54698 1.21767 -1.80956
C: -1.10695 -1.85276 4.38990
C: 0.90935 0.53488 -4.06860
C: -2.12290 -0.73769 2.43801
C: 1.79476 1.22758 -3.18516
C: -2.30314 -1.36715 3.69702
N: -6.05207 -1.05809 3.84545
S: -1.05597 -2.82753 5.96583
H: 1.40151 -0.85676 1.00710
H: 1.94882 1.94392 -0.10640
H: -0.04990 -4.63117 6.40926
H: 2.20412 1.77560 -6.96218
H: -1.36414 -0.58440 -1.80220
H: -5.30649 -0.13862 1.30401
H: 4.00357 2.73288 -5.32194
H: 1.03134 -2.00498 4.24815
H: 0.26271 0.42052 -6.08414
H: -0.89309 -0.45939 -4.38902
H: -3.14606 -0.24581 0.57738
H: 3.75447 2.30008 -2.88035
H: -3.83363 -1.80875 5.06978

=====

[7]
C20H13NO3S | wB97M-V/def2-TZVPD

SMILES = O=C1C=Cc2c/c(=C3\N=C4c5ccccc5CC[C@@H]4S3)c(=O)oc2=C1
Relative energy (zero: lowest compared OMol25 entry of this formula, charge and spin) = 1.264 eV
Frontier orbital gap = 6.70 eV
Strongest force on any atom = 4.3 eV/Å
HOMO energy = -8.115 eV
Molecular weight = 347.4 u
Lowest unoccupied orbital energy = -1.419 eV
Calculated total energy = -1448.5353 Ha

Element x y z (Å)
O: -3.39580 1.74940 6.55481
O: -4.11108 0.93798 -0.25522
N: -0.30143 -1.02345 -0.68698
O: -3.51886 1.71118 1.83377
S: -1.81901 0.60995 -2.14356
C: -2.98552 1.34508 5.46486
C: -3.33700 0.89912 0.68087
C: 0.39549 -0.74808 -1.79734
C: -1.86976 0.46430 5.48964
C: -1.32201 -0.00461 4.33396
C: -3.62971 1.73252 4.16137
C: -3.05446 1.29725 3.03617
C: -1.91059 0.26956 3.05534
C: -1.47760 -0.30745 1.92309
C: -1.47826 -0.16810 -0.54975
C: -2.09907 0.12471 0.62577
C: 3.71211 -2.53259 -1.37191
C: 4.61218 -1.76158 -2.18681
C: 2.37449 -2.09556 -1.20995
C: 4.02367 -0.73965 -2.95838
C: 1.78628 -1.13642 -1.96097
C: 2.66999 -0.37545 -2.85554
C: -0.24867 0.12846 -2.86217
C: 1.99697 0.67664 -3.80798
C: 0.63022 1.23034 -3.29320
H: -1.40912 0.21936 6.41298
H: -0.43930 -0.60491 4.47770
H: -4.44842 2.48142 4.17408
H: -0.64364 -0.98188 1.95714
H: 4.17260 -3.34746 -0.79943
H: 5.57476 -2.18758 -2.50129
H: 1.78438 -2.70579 -0.45551
H: 4.69734 -0.06642 -3.45722
H: -0.46184 -0.46753 -3.80979
H: 1.87552 0.19274 -4.74623
H: 2.73168 1.51424 -3.91041
H: 0.87663 1.82846 -2.42390
H: 0.04683 1.84181 -4.13802

=====

[8]
C20H14AsN4OReS8Sb | wB97M-V/def2-TZVPD

Net charge = +1
Frontier orbital gap = 5.81 eV
Strongest force on any atom = 2.1 eV/Å
HOMO energy = -10.385 eV
Molecular weight = 965.8 u
Lowest unoccupied orbital energy = -4.574 eV
Calculated total energy = -6804.5871 Ha

Element x y z (Å)
Re: 2.37974 0.27445 -4.08473
C: -4.80038 -1.57970 7.61135
O: -4.27208 -0.31570 7.11544
C: -3.56175 -0.29746 5.94708
C: -3.22974 -1.44085 5.24230
C: -2.47059 -1.36851 4.09439
C: -1.98929 -0.12188 3.61517
C: -2.37077 1.02094 4.37568
C: -3.14739 0.95765 5.52674
C: -1.19358 -0.03049 2.36249
N: -0.81107 -1.08812 1.63277
C: -0.11022 -0.57161 0.59206
C: -0.03325 0.82207 0.62069
N: -0.74584 1.15479 1.77929
C: 0.61417 1.62315 -0.34647
C: 0.69025 3.03477 -0.40885
C: 1.23597 3.65398 -1.53550
C: 1.69628 2.86836 -2.60005
N: 1.63951 1.56630 -2.56414
C: 1.15541 0.94261 -1.43509
C: 1.08323 -0.49270 -1.52808
N: 1.61792 -1.04043 -2.65674
C: 1.62323 -2.36806 -2.76346
C: 1.02466 -3.19253 -1.80298
C: 0.46776 -2.66149 -0.67790
C: 0.50857 -1.24359 -0.51433
H: -5.36125 -1.25072 8.45980
H: -3.96169 -2.27747 7.84320
H: -5.48973 -1.99385 6.86009
H: -3.50588 -2.42950 5.58809
H: -2.25432 -2.31954 3.59113
H: -2.02118 1.99837 4.04009
H: -3.39282 1.81957 6.11665
H: -1.02187 2.09429 2.05976
H: 0.26006 3.67988 0.37674
H: 1.21234 4.73213 -1.65143
H: 2.15151 3.27717 -3.51414
H: 2.06205 -2.77454 -3.65633
H: 1.01546 -4.25850 -1.95415
H: -0.04401 -3.26804 0.07406
S: 0.61893 1.43408 -9.35482
Sb: 1.37029 0.74323 -7.42731
S: 2.89758 1.94954 -5.95399
S: 0.35730 0.53324 -5.17863
S: 2.91014 -1.32690 -7.58276
S: 7.13539 -0.95436 -5.67648
As: 5.34003 -0.12607 -5.27640
S: 4.42564 0.31297 -3.22182
S: 3.42996 -1.37165 -5.56356
S: 4.86528 1.67075 -6.59495